[1]
# C44H41IN7O6Ru

A structure of composition C44H41IN7O6Ru (wB97M-V/def2-TZVPD, the Open Molecules 2025 dataset).

Properties
Lowest unoccupied orbital energy (spin up / spin down) ... -0.5211 / -0.5222 eV
Kohn-Sham gap (spin up / spin down) ... 7.30 / 7.02 eV
Net charge ... 0
2S+1 ... 2
Highest occupied orbital energy (spin up / spin down) ... -7.8 / -7.5 eV
Energy relative to the best compared isomer or geometry (same formula, charge and spin) ... 0.0 kJ/mol

Geometry as XYZ:
```
100
Properties=species:S:1:pos:R:3:forces:R:3:mulliken_charge:R:1
Ru -0.435 -0.831 -1.575 0.005 0.799 0.460 -0.2497
C 0.463 1.783 4.523 0.000 -0.022 0.053 -1.6221
C 0.985 2.196 3.160 -0.043 -0.114 -0.042 1.0588
C 1.873 3.421 3.195 0.019 0.059 0.016 -1.8047
O -0.127 2.424 2.306 0.083 0.108 -0.140 -0.2829
C -0.072 1.563 1.171 -0.045 0.059 0.132 -1.4041
C 0.926 0.488 1.585 0.079 0.102 0.235 -0.3810
O 1.722 1.137 2.573 -0.054 -0.033 -0.054 -0.2610
C 1.858 -0.034 0.491 -0.065 -0.258 0.008 1.8584
O 1.119 -0.761 -0.448 0.611 0.100 -0.047 1.1785
C 2.634 1.131 -0.137 -0.026 0.014 -0.087 -0.0610
C 3.820 1.597 0.424 0.010 -0.005 0.054 -0.3126
C 4.507 2.664 -0.139 -0.032 -0.007 -0.021 -0.9158
C 4.017 3.292 -1.276 -0.022 -0.026 0.010 -0.8090
C 2.826 2.849 -1.836 0.017 0.015 0.002 -1.0267
C 2.147 1.781 -1.266 -0.002 -0.024 0.013 -0.1992
C 2.840 -1.073 1.058 0.054 -0.026 -0.020 -0.4435
C 2.741 -1.630 2.326 -0.028 -0.045 -0.035 -0.5012
C 3.608 -2.645 2.724 -0.044 0.038 0.012 -1.0023
C 4.588 -3.112 1.866 -0.001 0.018 -0.049 -0.7056
C 4.702 -2.553 0.597 -0.002 -0.038 0.049 -1.0781
C 3.836 -1.549 0.205 0.005 0.060 0.009 -0.1731
C -1.496 1.078 0.856 0.051 0.197 -0.248 1.9402
O -1.531 0.272 -0.294 -0.515 -0.259 0.561 0.3449
C -2.380 2.269 0.437 -0.117 0.106 0.101 -0.6245
C -3.722 1.993 0.162 -0.026 -0.097 0.107 -0.1783
C -4.586 2.973 -0.291 0.029 0.057 -0.036 -0.9118
C -4.123 4.273 -0.479 -0.002 -0.050 0.002 -0.6691
C -2.802 4.567 -0.187 0.032 -0.002 0.000 -0.9328
C -1.938 3.576 0.277 0.040 -0.073 -0.140 -0.6100
C -2.100 0.448 2.123 -0.034 -0.189 -0.083 -0.1668
C -1.984 -0.914 2.377 -0.006 0.023 -0.030 0.4030
C -2.483 -1.475 3.546 -0.009 0.019 0.021 -1.0933
C -3.120 -0.679 4.485 0.005 0.006 -0.017 -0.8166
C -3.247 0.683 4.244 0.003 -0.033 -0.027 -0.9213
C -2.742 1.237 3.077 0.050 0.076 0.027 0.1386
H -0.175 2.566 4.933 0.003 0.000 -0.003 0.3521
H 1.294 1.605 5.207 0.001 0.002 -0.011 0.4181
H -0.130 0.872 4.427 0.008 0.006 0.000 0.2519
H 1.334 4.263 3.632 0.001 -0.007 -0.002 0.3865
H 2.180 3.676 2.181 -0.007 -0.012 0.001 0.3762
H 2.763 3.222 3.793 -0.007 -0.003 0.004 0.3467
H 0.301 2.123 0.309 -0.009 -0.047 -0.029 1.3778
H 0.402 -0.369 2.016 -0.023 -0.013 -0.010 0.8065
H 4.209 1.118 1.313 0.000 0.008 -0.009 0.5307
H 5.429 3.006 0.314 0.001 -0.005 0.003 0.4569
H 4.554 4.121 -1.718 -0.004 0.003 0.002 0.4282
H 2.419 3.343 -2.711 -0.004 -0.015 -0.006 0.4584
H 1.204 1.459 -1.690 -0.016 -0.023 -0.062 0.0897
H 1.994 -1.277 3.022 -0.006 0.008 0.033 0.3819
H 3.510 -3.067 3.716 0.001 0.006 0.003 0.4474
H 5.262 -3.898 2.180 -0.001 -0.001 0.001 0.4081
H 5.473 -2.899 -0.081 -0.002 0.001 -0.001 0.4209
H 3.937 -1.100 -0.775 0.014 -0.005 -0.029 0.6934
H -4.092 0.990 0.352 0.013 0.009 -0.062 0.4699
H -5.625 2.733 -0.482 0.001 -0.004 0.000 0.4618
H -4.792 5.048 -0.830 -0.002 0.004 0.005 0.4136
H -2.434 5.578 -0.308 0.002 0.003 0.004 0.4426
H -0.918 3.840 0.519 0.008 0.030 0.019 0.4424
H -1.503 -1.545 1.648 0.013 -0.030 -0.018 -0.1336
H -2.377 -2.540 3.715 -0.003 -0.003 -0.015 0.5201
H -3.517 -1.114 5.393 0.003 0.002 0.004 0.3984
H -3.742 1.319 4.968 0.003 0.005 0.001 0.4437
H -2.836 2.303 2.916 -0.008 -0.010 -0.010 0.4618
N -2.369 0.574 -2.602 -0.040 0.103 -0.241 0.0092
N -3.001 0.000 -3.700 0.094 0.094 -0.084 -0.4561
C -2.478 -1.153 -4.169 0.206 -0.057 0.183 0.3898
N -2.910 -1.568 -5.366 -0.165 -0.060 0.054 -0.3989
N -1.569 -1.729 -3.374 -0.140 -0.237 -0.676 0.1538
N -1.068 -2.968 -3.763 -0.346 0.054 0.469 0.6479
O -1.593 -3.622 -4.657 0.109 -0.022 -0.099 -0.8511
O -0.137 -3.359 -3.103 0.178 0.033 -0.154 -0.5313
H -2.950 0.605 -1.773 0.010 -0.044 0.111 -0.0916
H -2.004 1.495 -2.811 -0.015 -0.016 0.007 0.3119
H -3.505 0.586 -4.350 -0.048 -0.028 0.075 0.2760
H -3.727 -1.126 -5.754 0.042 0.041 -0.012 0.1962
H -2.715 -2.529 -5.608 0.042 0.027 0.017 0.2345
N -3.649 -6.212 2.295 -0.010 -0.010 0.009 -0.6090
C -3.149 -5.394 1.661 0.114 0.160 -0.129 -0.1727
C -2.522 -4.362 0.870 -0.121 -0.181 0.145 0.4618
C -1.134 -4.248 0.846 0.094 0.000 0.005 -0.9671
C -0.530 -3.240 0.111 -0.131 0.005 -0.022 -0.1502
C -1.309 -2.323 -0.603 0.069 -0.106 -0.208 0.8631
C -2.696 -2.465 -0.589 0.005 -0.027 0.045 0.6383
C -3.305 -3.472 0.141 -0.006 0.045 -0.020 -0.7906
H -0.532 -4.947 1.413 0.003 0.010 -0.004 0.5097
H 0.548 -3.147 0.121 0.011 0.004 -0.012 0.3189
H -3.317 -1.755 -1.122 0.001 0.012 0.012 0.2578
H -4.383 -3.562 0.169 0.005 0.002 -0.011 0.4571
I 0.158 1.477 -4.788 0.000 0.070 -0.037 0.0544
C 1.614 0.087 -4.213 0.069 -0.035 -0.022 -0.2687
C 2.825 0.131 -4.888 -0.111 0.019 0.018 -0.6171
C 3.793 -0.787 -4.530 0.112 -0.018 -0.027 -0.4670
C 3.516 -1.703 -3.529 -0.052 0.022 0.012 -0.8922
C 2.284 -1.651 -2.907 0.105 -0.021 0.018 -0.4215
N 1.335 -0.761 -3.239 -0.041 -0.328 -0.028 0.6841
H 2.992 0.863 -5.664 0.009 0.004 0.008 0.5055
H 4.754 -0.784 -5.029 -0.010 -0.004 -0.003 0.4101
H 4.240 -2.441 -3.216 -0.001 -0.001 -0.006 0.5038
H 2.044 -2.326 -2.099 -0.042 0.024 0.000 0.4848
```
Positions in Å, forces in eV/Å.



[2]
# C44H42AgAsBrIN4O5P

A structure of composition C44H42AgAsBrIN4O5P (wB97M-V/def2-TZVPD, the Open Molecules 2025 dataset).

Properties
Lowest unoccupied orbital energy ... 2.3060 eV
Kohn-Sham gap ... 6.98 eV
Net charge ... -1
Highest occupied orbital energy ... -4.7 eV
Energy relative to the best compared isomer or geometry (same formula, charge and spin) ... 79.0 kJ/mol

Geometry as XYZ:
```
100
Properties=species:S:1:pos:R:3:forces:R:3:mulliken_charge:R:1
Ag -0.777 0.794 -0.815 0.132 0.244 0.307 0.9478
C -0.293 -3.002 -3.442 0.085 0.005 0.122 -2.2754
C 0.056 -1.569 -3.056 0.005 -0.186 -0.029 0.3969
O 0.004 -1.295 -1.855 0.107 -0.173 -0.107 0.7662
C 0.406 -0.638 -4.111 0.068 0.245 0.013 0.7635
C 0.444 -1.066 -5.454 -0.037 -0.078 -0.022 -0.9310
C 0.715 -0.218 -6.497 0.001 -0.147 -0.171 -0.9273
C 0.950 1.143 -6.228 -0.007 0.025 0.198 -0.3736
C 0.941 1.604 -4.942 0.021 0.089 -0.199 -0.8136
C 0.687 0.748 -3.819 0.064 -0.008 0.411 -0.4841
O 0.733 1.229 -2.646 0.067 -0.058 -0.794 0.6709
H -0.479 -3.566 -2.529 -0.008 0.025 0.005 0.2139
H 0.536 -3.472 -3.975 -0.066 -0.034 -0.069 0.4764
H -1.182 -3.029 -4.074 0.031 -0.028 -0.058 0.4087
H 0.248 -2.107 -5.680 0.008 0.013 -0.005 0.3513
H 0.757 -0.589 -7.513 -0.062 -0.011 0.011 0.3680
H 1.134 1.827 -7.050 0.049 0.014 0.014 0.4236
H 1.131 2.647 -4.713 -0.029 0.000 -0.007 0.3418
C 5.003 2.098 -1.513 -0.037 -0.006 0.035 -0.9531
N 4.681 0.741 -1.091 0.117 -0.107 -0.050 0.1848
C 5.047 0.593 0.312 -0.011 0.078 0.002 -1.0001
N 4.427 1.576 1.192 -0.006 0.013 0.090 0.1349
C 4.749 2.909 0.695 0.002 -0.059 -0.025 -0.9863
N 4.380 3.133 -0.697 0.064 0.122 -0.032 0.1596
C 2.923 3.127 -0.871 -0.109 -0.139 -0.057 -1.4333
P 2.055 1.530 -0.406 0.613 0.249 0.610 1.3434
C 3.268 0.433 -1.325 -0.161 0.070 0.011 -0.6886
C 2.972 1.374 1.238 -0.153 0.003 -0.165 -1.1237
H 4.688 2.230 -2.551 0.039 -0.012 0.000 0.4111
H 6.089 2.222 -1.448 -0.021 0.012 -0.027 0.2905
H 6.133 0.705 0.392 -0.021 -0.036 0.001 0.2840
H 4.765 -0.408 0.649 0.034 -0.005 -0.004 0.3911
H 5.831 3.050 0.786 -0.026 0.019 -0.003 0.3230
H 4.242 3.648 1.320 0.029 0.007 -0.004 0.3910
H 2.693 3.336 -1.920 -0.052 0.050 0.030 0.3150
H 2.502 3.933 -0.261 -0.028 0.012 -0.069 0.4408
H 3.065 0.520 -2.391 -0.090 -0.039 -0.012 0.3555
H 3.088 -0.606 -1.039 0.005 0.047 -0.092 -0.2120
H 2.773 0.372 1.627 -0.063 0.038 0.043 0.2047
H 2.543 2.092 1.945 -0.019 -0.058 0.005 0.5038
Br -1.952 2.099 6.710 -0.007 -0.002 -0.050 -0.2561
C -2.538 2.016 4.893 0.039 -0.010 0.101 0.0565
C -1.602 2.118 3.880 -0.006 0.050 0.004 -0.3899
C -2.029 2.025 2.561 0.027 -0.028 0.044 0.3264
C -3.374 1.843 2.264 -0.086 -0.237 -0.228 0.0028
C -4.295 1.782 3.302 -0.004 -0.033 0.078 -0.5687
C -3.887 1.855 4.627 0.009 -0.007 -0.021 -0.5080
C -3.859 1.673 0.815 0.206 0.426 -0.077 -0.3578
O -5.040 1.977 0.595 -0.036 -0.198 0.040 -0.7970
O -2.996 1.282 -0.020 -0.026 -0.050 0.308 0.1697
H -0.558 2.269 4.118 0.034 -0.028 -0.012 0.4750
H -1.312 2.090 1.753 0.011 -0.105 -0.013 0.3007
H -5.342 1.668 3.052 0.013 0.006 -0.043 0.4690
H -4.603 1.788 5.436 0.022 -0.001 0.007 0.4114
I -3.007 0.451 -2.999 -0.262 -0.008 -0.304 0.1964
C -2.650 2.499 -2.761 0.073 0.039 -0.080 0.0009
C -3.506 3.411 -3.362 -0.027 0.066 0.006 -0.6118
C -3.173 4.752 -3.277 0.033 -0.081 -0.033 -0.3095
C -2.005 5.120 -2.624 -0.027 0.026 0.012 -0.7059
C -1.235 4.126 -2.046 0.036 -0.012 -0.024 -0.7192
N -1.559 2.838 -2.107 -0.271 -0.034 -0.040 0.5899
H -4.394 3.072 -3.874 -0.006 0.019 0.002 0.4301
H -3.810 5.496 -3.738 -0.003 0.016 0.023 0.3644
H -1.700 6.156 -2.564 0.006 -0.004 0.029 0.4124
H -0.307 4.346 -1.530 -0.045 0.048 0.042 0.4443
O 0.297 -0.224 1.161 0.138 0.304 -0.091 0.6321
As -0.358 -1.658 1.588 -0.134 -0.878 0.703 0.9411
C -0.120 -1.867 3.507 -0.100 0.102 -0.110 0.3111
C -0.689 -2.887 4.260 0.000 -0.041 -0.054 -0.2981
C -0.472 -2.937 5.629 -0.019 -0.070 0.009 -0.7534
C 0.321 -1.980 6.244 0.038 0.070 0.041 -0.5089
C 0.903 -0.969 5.493 -0.018 -0.045 0.028 -0.7341
C 0.677 -0.912 4.126 0.006 0.095 -0.165 -0.2501
C 0.609 -3.156 0.839 0.023 0.036 0.002 0.5584
C 1.769 -2.893 0.128 -0.064 0.175 -0.003 -0.2716
C 2.534 -3.936 -0.371 0.009 -0.079 0.036 -0.4333
C 2.137 -5.247 -0.144 0.018 0.002 -0.025 -0.5874
C 0.974 -5.513 0.566 -0.020 -0.043 0.018 -0.7445
C 0.206 -4.467 1.057 -0.068 0.072 0.016 -0.3387
C -2.205 -2.017 1.205 0.075 -0.003 -0.110 0.4454
C -3.187 -1.989 2.184 0.085 0.090 0.115 -0.4266
C -4.499 -2.273 1.841 -0.084 0.055 0.073 -0.6965
C -4.831 -2.562 0.526 -0.026 0.010 0.015 -0.5919
C -3.848 -2.581 -0.453 -0.001 0.054 0.008 -0.6445
C -2.532 -2.317 -0.113 0.102 0.001 -0.107 -0.4512
H -1.308 -3.641 3.786 -0.024 0.019 0.017 0.3198
H -0.928 -3.721 6.221 0.000 -0.010 -0.019 0.3980
H 0.480 -2.016 7.315 0.000 -0.012 -0.003 0.3883
H 1.524 -0.222 5.972 -0.021 0.011 -0.006 0.4301
H 1.103 -0.123 3.515 -0.007 0.015 0.050 0.2153
H 2.040 -1.860 -0.042 0.003 -0.030 -0.002 -0.4649
H 3.436 -3.730 -0.933 -0.006 0.029 -0.004 0.4944
H 2.736 -6.067 -0.522 -0.009 0.007 -0.016 0.3778
H 0.666 -6.537 0.739 -0.008 0.004 -0.011 0.4086
H -0.707 -4.673 1.604 -0.003 -0.031 -0.025 0.3022
H -2.934 -1.739 3.208 -0.035 0.038 -0.024 0.5613
H -5.265 -2.243 2.604 -0.021 0.009 -0.023 0.3957
H -5.863 -2.756 0.264 0.000 0.003 -0.015 0.3715
H -4.108 -2.774 -1.486 -0.010 -0.036 -0.002 0.4965
H -1.752 -2.317 -0.868 -0.056 0.024 0.001 0.0621
```
Positions in Å, forces in eV/Å.